No. 1
{"formula": "CH3O4P", "method": "wB97M-V/def2-TZVPD", "species": ["C", "O", "O", "O", "O", "P", "H", "H", "H"], "xyz": [[-0.36209, -0.87934, -0.53057], [-1.27660, 1.66655, -0.25946], [2.16785, 0.56401, 0.51749], [-0.33846, 0.39464, 1.89005], [1.21879, 0.97392, -0.20212], [-0.38376, 0.76125, 0.45779], [0.74221, -1.34356, -0.73484], [-0.85025, -1.44443, 0.26429], [-0.91770, -0.69304, -1.40263]], "atomic_forces_ev_per_a": [[3.2819, -1.8261, 0.8856], [0.2345, 0.3318, -0.1233], [-0.1437, 0.0732, -0.1570], [0.4011, 0.4747, -0.9889], [1.4585, 0.6549, -0.0938], [-1.5002, -0.8953, 1.3645], [-2.9054, 1.3290, 0.5476], [-0.1826, -0.2811, -0.3830], [-0.6441, 0.1390, -1.0517]], "energy_ha": -682.0405, "charge": 0, "e_homo_ev": [-11.5, -11.3], "max_force_ev_per_a": 3.86}


No. 2
{"formula": "C19H39F4N2O8P3", "method": "wB97M-V/def2-TZVPD", "species": ["N", "P", "C", "C", "C", "N", "C", "C", "C", "F", "F", "C", "F", "F", "H", "H", "H", "H", "H", "H", "H", "H", "H", "C", "C", "O", "P", "O", "O", "C", "C", "O", "C", "C", "H", "H", "H", "H", "H", "H", "H", "H", "H", "H", "H", "H", "H", "H", "H", "C", "C", "O", "P", "O", "O", "C", "C", "O", "C", "C", "H", "H", "H", "H", "H", "H", "H", "H", "H", "H", "H", "H", "H", "H", "H"], "xyz": [[-1.09345, -0.30856, 2.65831], [-0.62437, 1.40581, 2.72523], [-2.35674, 1.97536, 2.74604], [-3.00614, 2.41861, 1.59658], [-4.32274, 2.83797, 1.68305], [-5.05084, 2.89846, 2.79645], [-4.40346, 2.47754, 3.88445], [-3.10674, 2.00160, 3.92230], [0.05502, 3.22852, 2.79887], [1.42118, 3.10510, 2.70093], [-0.32975, 3.98744, 1.72599], [-0.24193, 4.04776, 4.07169], [-0.59284, 3.24822, 5.10894], [0.86785, 4.73060, 4.45840], [-2.09051, -0.46780, 2.71270], [-0.61160, -0.82923, 3.38088], [0.03292, 1.28851, 1.48800], [0.09550, 1.16481, 3.91246], [-2.49849, 2.43752, 0.64107], [-4.82115, 3.14934, 0.76957], [-4.96027, 2.51969, 4.81621], [-2.68866, 1.65762, 4.85913], [-0.99644, 4.80964, 3.86459], [4.86491, -0.29634, -0.87120], [5.57923, 0.41301, -2.00661], [4.77945, 1.44107, -2.60518], [4.55802, 2.82067, -1.82911], [5.82414, 3.54659, -1.66498], [3.73706, 3.61647, -2.97619], [4.16696, 4.89182, -3.44852], [4.98168, 4.75853, -4.71844], [3.27485, 2.44412, -0.96912], [2.92572, 3.25232, 0.18619], [2.49220, 4.65111, -0.19754], [4.71747, 0.36844, -0.01862], [5.44939, -1.15300, -0.53382], [3.88112, -0.63925, -1.19156], [6.52535, 0.84033, -1.66367], [5.80570, -0.29340, -2.80366], [4.72808, 5.42297, -2.67937], [3.26196, 5.47028, -3.64578], [5.78449, 4.03235, -4.59240], [5.41714, 5.71848, -5.00003], [4.35329, 4.40973, -5.53920], [3.77300, 3.28429, 0.87441], [2.11767, 2.73281, 0.68225], [3.32739, 5.23455, -0.59120], [2.10002, 5.17165, 0.67572], [1.72418, 4.61751, -0.97003], [-6.07341, -5.33080, -0.54154], [-5.28046, -4.12032, -0.08644], [-3.92873, -4.44541, 0.26697], [-2.86592, -4.75869, -0.88398], [-2.63370, -3.57993, -1.72822], [-1.54472, -4.91412, 0.03620], [-0.36646, -4.14710, -0.21626], [-0.32353, -2.91415, 0.66101], [-3.10479, -6.32572, -1.05177], [-2.64053, -6.98950, -2.25138], [-1.12937, -7.01410, -2.35172], [-5.70154, -5.71334, -1.49331], [-7.12351, -5.06738, -0.67130], [-5.99533, -6.13726, 0.18722], [-5.27880, -3.34472, -0.85694], [-5.73057, -3.69506, 0.80919], [-0.29460, -3.87848, -1.27050], [0.48081, -4.79831, 0.00924], [-1.25092, -2.34874, 0.59111], [0.50343, -2.26175, 0.37668], [-0.19811, -3.19402, 1.70811], [-3.07866, -6.50489, -3.12661], [-3.03449, -8.00259, -2.20461], [-0.72426, -6.01492, -2.52312], [-0.81963, -7.64830, -3.18251], [-0.68900, -7.39209, -1.42962]], "atomic_forces_ev_per_a": [[0.1210, 0.6017, 0.2557], [-0.4717, -0.9492, -0.1187], [-0.4090, 0.4050, -0.0600], [0.4236, -0.1650, 0.1251], [-0.4713, 0.2382, -0.5555], [0.8166, -0.2914, -0.0183], [-0.5028, 0.0681, 0.5717], [0.3969, -0.1468, -0.1699], [0.2235, -0.0631, 0.5129], [-0.1022, -0.1443, 0.1203], [-0.0557, -0.0040, -0.0573], [0.4600, 0.7780, -0.4574], [-0.1330, -0.0855, -0.0262], [0.0226, -0.0644, 0.0657], [0.0399, -0.2534, 0.0106], [-0.1794, -0.2628, -0.0719], [0.0485, 0.3765, 0.0014], [0.1936, 0.2538, -0.0725], [-0.0583, 0.0150, -0.0195], [-0.0212, 0.0365, 0.0652], [-0.0411, -0.0052, -0.0644], [-0.0414, 0.0500, 0.0266], [-0.3659, -0.3271, 0.1825], [-0.0953, 0.1271, 0.0582], [0.1670, -0.1983, 0.1265], [-0.0486, -0.1007, 0.5814], [-1.1686, 0.3128, -4.6482], [-0.1117, -0.2844, 2.2986], [-0.0730, -0.0048, 0.3405], [0.1093, 0.1576, -0.2323], [-0.0290, -0.1251, -0.1221], [1.2393, 0.2058, 1.6412], [-0.0362, 0.2217, 0.0044], [0.1161, 0.0714, -0.2186], [0.0295, -0.0245, 0.0101], [0.0238, 0.0001, -0.0413], [0.0235, -0.0449, -0.0363], [-0.0186, 0.0437, -0.0328], [-0.0560, 0.0807, -0.0835], [0.0863, -0.1311, 0.0334], [-0.0526, -0.0837, 0.0318], [0.0578, 0.0785, 0.1202], [-0.0151, 0.0057, 0.0080], [-0.0077, 0.0136, 0.0033], [0.0060, -0.0480, -0.0158], [0.0060, -0.1992, -0.1681], [0.0188, -0.0178, 0.0409], [-0.0121, -0.0525, 0.0278], [-0.0657, -0.0314, 0.0574], [0.1299, -0.0923, -0.0684], [-0.2708, 0.0781, -0.0828], [-0.2689, -0.3087, -0.4431], [2.1045, 0.9076, 4.2451], [-0.9639, -1.0965, -1.8303], [-0.0802, -0.2184, -0.2771], [0.2077, 0.2278, 0.1175], [-0.0748, -0.0555, 0.1159], [-0.7135, 0.4798, -1.8742], [0.1434, -0.1550, -0.1892], [0.0890, 0.1691, 0.1256], [-0.0364, 0.0201, -0.0089], [0.0064, 0.0385, 0.0267], [-0.0380, 0.0291, 0.0413], [0.0581, 0.0041, 0.0170], [0.1163, -0.0055, 0.0580], [-0.1626, 0.0399, -0.0061], [-0.0772, -0.0812, 0.0233], [0.0275, 0.0370, -0.1495], [0.0013, -0.0047, 0.0017], [0.0209, -0.0086, -0.0066], [-0.0241, 0.0250, 0.0337], [-0.0768, 0.0352, 0.1494], [-0.0343, -0.0019, -0.0347], [-0.0431, -0.0179, -0.0036], [-0.0270, -0.0782, -0.0113]], "energy_ha": -2882.4359, "charge": 0, "e_homo_ev": -9.6, "smiles": "N[PH2](c1ccncc1)C(F)(F)C(F)F.CCOP(=O)(OCC)OCC.CCOP(=O)(OCC)OCC", "max_force_ev_per_a": 4.82}


Q: charge of number 2 (C19H39F4N2O8P3)?
A: 0